## P
Computed, not measured: a single C13H15N3O3 molecule, with ωB97M-V with the def2-TZVPD basis set.

Geometry (Å):
1 C 4.37198 0.93068 -0.60106
2 C 3.04722 0.14044 -0.63670
3 C 1.14581 -0.44946 0.53089
4 C 1.45009 -1.73770 1.10124
5 C 0.46708 -0.39399 -0.86969
6 C -1.08347 -0.59334 -0.57285
7 C -1.73655 -1.80308 -0.99420
8 C -2.18380 0.29566 -0.05283
9 C -3.35430 -0.53847 -0.19546
10 C -2.27320 1.68999 0.15290
11 C -4.64125 -0.07473 0.13210
12 C -3.46192 2.17066 0.60332
13 C -4.64235 1.27248 0.66187
14 H 4.66002 2.99077 -0.48095
15 H 5.27514 1.88691 1.02047
16 H 5.00576 0.11892 -0.00130
17 H 4.90853 0.96791 -1.64775
18 H 2.45039 1.28688 1.05091
19 H 0.41064 -0.07766 1.09624
20 H 0.50375 0.77852 -1.14628
21 H 0.71745 -1.03788 -1.68556
22 H -1.46501 -2.88550 -1.24781
23 H -3.57876 -2.78239 -0.51688
24 H -1.43594 2.25748 -0.23227
25 H -5.50682 -0.75733 0.23648
26 H -3.58094 3.15560 1.12352
27 H -5.73244 1.59986 1.06106
28 H 1.01907 -3.63444 1.01758
29 N 4.41561 2.11734 0.29874
30 N 2.24913 0.41673 0.54928
31 N -3.06710 -1.77898 -0.90234
32 O 2.69703 -0.77354 -1.49967
33 O 2.36535 -2.05464 1.91923
34 O 0.58378 -2.70370 0.72777

spin multiplicity = 1
SMILES = NCC(=O)N[C@@H](Cc1c[nH]c2ccccc12)C(=O)O
frontier orbital gap = 7.90 eV

***

## Q
Computed, not measured: a single C13H15N3O3 molecule, with ωB97M-V with the def2-TZVPD basis set.

Geometry (Å):
1 C -3.29063 0.93195 -0.88135
2 C -3.71576 -0.42442 -0.29984
3 C -1.41974 -1.09375 0.47588
4 C -1.33644 0.01684 1.54386
5 C -0.44441 -0.89921 -0.72098
6 C 1.02300 -1.03424 -0.38488
7 C 1.70983 -2.20361 -0.18172
8 C 1.99092 0.02857 -0.27380
9 C 3.23889 -0.56522 0.01543
10 C 1.91081 1.42840 -0.36722
11 C 4.41020 0.17634 0.18432
12 C 3.06513 2.17902 -0.20091
13 C 4.29127 1.55595 0.07473
14 H -5.12479 1.67784 -0.54568
15 H -4.00872 2.16259 0.55865
16 H -3.32695 0.81729 -1.97697
17 H -2.27278 1.19830 -0.64252
18 H -3.22345 -2.15518 0.47477
19 H -1.08057 -2.01149 0.97979
20 H -0.71454 -1.63906 -1.42741
21 H -0.61609 0.05412 -1.19310
22 H 1.34916 -3.23218 -0.21059
23 H 3.73977 -2.65127 0.24811
24 H 0.94716 1.91407 -0.58488
25 H 5.35627 -0.28955 0.39599
26 H 3.03294 3.25210 -0.25949
27 H 5.19084 2.16240 0.19080
28 H 0.56254 -0.27430 1.60636
29 N -4.16832 2.01261 -0.45715
30 N -2.77028 -1.35417 0.06087
31 N 3.03766 -1.92657 0.05557
32 O -4.90393 -0.70112 -0.24305
33 O -2.30609 0.63723 1.92275
34 O -0.13289 0.24974 2.06368

spin multiplicity = 1
SMILES = NCC(=O)N[C@@H](Cc1c[nH]c2ccccc12)C(=O)O
frontier orbital gap = 8.95 eV

***

The energy of each structure relative to the most stable one, in hartree, is as follows: P 0.2239; Q 0.0000.

***

## P
Computed, not measured: a single C2H6N6 molecule, with ωB97M-V with the def2-TZVPD basis set.

Geometry (Å):
1 C -1.40315 -0.04746 -0.06535
2 C 1.40770 -0.09241 0.04497
3 H -3.20588 0.66127 0.04981
4 H -1.05565 -2.01501 -0.23982
5 H 1.09970 -2.01374 0.25945
6 H 3.15232 0.70848 -0.18200
7 H 0.89559 1.61157 -0.99403
8 H -0.85514 1.60533 1.05477
9 N -2.65515 -0.20072 -0.03126
10 N -0.62613 -1.12430 -0.33506
11 N 0.56790 -1.12792 0.42089
12 N 2.66774 -0.20407 -0.05380
13 N 0.68535 1.10388 -0.13906
14 N -0.67519 1.13511 0.21049

spin multiplicity = 1
SMILES = N=C1NNC(=N)NN1
frontier orbital gap = 9.57 eV

***

## Q
Computed, not measured: a single C2H6N6 molecule, with ωB97M-V with the def2-TZVPD basis set.

Geometry (Å):
1 C -0.34434 0.13197 0.06764
2 C 2.32599 -0.63166 -0.29232
3 H -2.54928 -1.12061 0.71140
4 H -3.04093 -1.04611 -0.97365
5 H -1.68383 1.50721 0.10130
6 H 3.38943 -0.80973 -0.15016
7 H 1.99768 0.72098 1.33745
8 H 0.30911 1.93294 -0.89283
9 N -2.73764 -0.47097 -0.00765
10 N -1.67848 0.50859 -0.11715
11 N -0.03531 -1.11297 0.36393
12 N 1.39180 -1.50980 -0.20501
13 N 2.03737 0.86876 0.16119
14 N 0.61843 1.03140 -0.10413

spin multiplicity = 1
SMILES = NNC1=NN=CNN1
frontier orbital gap = 9.52 eV

***

The energy of each structure relative to the most stable one, in hartree, is as follows: P 0.0000; Q 0.1606.

***

## P
Computed, not measured: a single C2H6N6 molecule, with ωB97M-V with the def2-TZVPD basis set.

Geometry (Å):
1 C 1.37526 0.05055 -0.07291
2 C -1.38668 -0.07194 0.09667
3 H 3.07964 -0.82959 -0.20038
4 H 1.14417 -1.76119 0.42207
5 H -0.95288 -1.96168 -0.26025
6 H -3.01713 0.79558 -0.23388
7 H -1.27047 1.91705 0.01559
8 H 1.10836 2.03548 0.12295
9 N 2.62682 0.10359 0.05488
10 N 0.67497 -1.15761 -0.17038
11 N -0.64018 -1.21233 0.32308
12 N -2.63695 -0.16621 -0.24126
13 N -0.71094 1.11089 0.36411
14 N 0.60603 1.14744 -0.22029

spin multiplicity = 1
SMILES = N=C1NNC(=N)NN1
frontier orbital gap = 9.51 eV

***

## Q
Computed, not measured: 3 unconnected molecules or ions with the total composition C2H6N6, with ωB97M-V with the def2-TZVPD basis set.

Geometry (Å):
1 C -0.59957 -1.55812 -0.48787
2 C 1.24241 -0.66597 -0.04663
3 H -2.04795 0.17121 1.21885
4 H -2.40071 0.97665 0.20907
5 H -1.60939 -2.22740 -0.46767
6 H 2.59104 0.42837 1.26391
7 H 0.08509 2.59701 -0.06552
8 H 2.08638 0.93944 -0.91419
9 N -2.30558 -0.00137 0.31682
10 N -1.04666 -0.23681 -0.36527
11 N 0.64595 -1.82578 -0.35445
12 N 2.48673 -0.42616 0.34748
13 N 0.22872 0.32253 0.14057
14 N 0.64355 1.50640 -0.79511

spin multiplicity = 1
frontier orbital gap = 8.50 eV

***

The energy of each structure relative to the most stable one, in hartree, is as follows: P 0.0000; Q 0.2680.

***

## P
Computed, not measured: 4 unconnected molecules or ions with the total composition C3H12O2S2, with ωB97M-V with the def2-TZVPD basis set.

Geometry (Å):
1 C -1.87233 0.87522 0.68099
2 C -1.00753 1.86489 -0.01221
3 S 0.70698 1.92768 0.43656
4 S 3.09680 -0.14639 -0.21021
5 C 1.91517 -1.10852 0.61341
6 H -2.96120 0.81355 0.36609
7 H -1.69896 1.01174 1.75592
8 H -1.40418 -0.05330 0.36495
9 H -1.14125 1.74687 -1.10495
10 H -1.33586 2.87680 0.23282
11 H 2.06246 -0.95711 1.69841
12 H 0.90592 -0.76840 0.35877
13 H 1.93865 -2.18701 0.38052
14 H -0.94277 -2.97565 -0.46644
15 H 2.36644 0.98484 -0.26788
16 O -0.66285 -2.07445 -0.19155
17 H -0.48876 -1.21551 -1.54585
18 H 0.53577 -0.18555 -1.15733
19 O -0.01251 -0.42971 -1.93202

spin multiplicity = 1
frontier orbital gap = 3.85 eV

***

## Q
Computed, not measured: 3 unconnected molecules or ions with the total composition C3H12O2S2, with ωB97M-V with the def2-TZVPD basis set.

Geometry (Å):
1 C 0.20539 -0.22699 0.00556
2 C 1.07499 0.01684 1.28961
3 C -0.88914 -1.30841 0.09672
4 S -2.04597 -1.42843 -1.29586
5 S -3.28837 0.31721 -0.91770
6 H -0.27009 0.99579 -0.17641
7 H 0.80159 -0.35016 -0.84854
8 H 0.35451 0.40680 2.03646
9 H 1.77981 0.82083 1.20310
10 H 1.52829 -0.85334 1.65498
11 H -0.61506 -2.29274 0.04392
12 H -1.51282 -1.13410 1.06654
13 H -2.60197 1.21902 -1.56493
14 H -1.84241 2.89239 0.00657
15 H -1.17571 3.92829 -0.75138
16 O -1.13247 3.00011 -0.64378
17 H 3.68610 -1.43740 -0.00509
18 H 2.53516 -2.26827 -0.82598
19 O 3.40815 -2.29744 -0.37379

spin multiplicity = 1
SMILES = CCCSS.O.O
frontier orbital gap = 9.30 eV

***

The energy of each structure relative to the most stable one, in hartree, is as follows: P 0.2166; Q 0.0000.

***

## P
Computed, not measured: a single C16H26O5 molecule, with ωB97M-V with the def2-TZVPD basis set.

Geometry (Å):
1 O 1.66293 1.37793 4.25539
2 O 0.10405 -0.45731 4.31420
3 O -2.29866 -0.07602 2.76363
4 O 0.95549 0.66629 -2.28271
5 O 1.23306 1.15926 0.37387
6 C -1.29992 -1.78152 -5.94816
7 C -2.18597 -1.06154 -5.14679
8 C 0.07464 -1.54103 -5.89331
9 C -1.65714 -0.02161 -4.32829
10 C 0.57755 -0.47139 -5.14382
11 C -0.26735 0.26814 -4.32715
12 C 1.38542 1.63297 5.64320
13 C 0.96847 -1.60410 4.52387
14 C 0.28016 1.29951 -3.36092
15 C 0.70452 0.60656 3.53469
16 C -0.44195 1.49495 2.98629
17 C 0.90466 -1.47885 -1.11905
18 C -0.78815 -0.06942 0.92632
19 C -1.45479 0.79400 2.02368
20 C 0.18151 -0.11412 -1.36288
21 C -0.04118 0.74457 -0.13437
22 H -1.71604 -0.63483 3.34267
23 H 1.80909 1.34045 -0.40765
24 H -1.69605 -2.54027 -6.58876
25 H -3.26329 -1.24528 -5.15777
26 H 0.83381 -2.11945 -6.45284
27 H -2.35895 0.55536 -3.69974
28 H 1.65648 -0.31036 -5.11822
29 H 2.03383 2.40885 6.02663
30 H 0.34143 1.96590 5.82145
31 H 1.52526 0.72644 6.25044
32 H 1.70599 -1.68296 3.73078
33 H 0.30931 -2.50665 4.43896
34 H 1.49194 -1.57345 5.50589
35 H -0.50750 1.96898 -2.94692
36 H 0.94508 1.92143 -3.93848
37 H 1.22375 0.15907 2.69197
38 H -1.01689 1.92253 3.79656
39 H 0.01790 2.34628 2.45083
40 H 0.30677 -2.16975 -0.60735
41 H 1.81533 -1.31775 -0.53639
42 H 1.20849 -1.98534 -2.07642
43 H -0.15197 -0.81954 1.45121
44 H -1.56385 -0.64711 0.37466
45 H -2.05508 1.55614 1.53817
46 H -0.81054 -0.29541 -1.78675
47 H -0.68167 1.60942 -0.40059

spin multiplicity = 1
SMILES = COC(C[C@H](O)C[C@@H](O)[C@H](C)OCc1ccccc1)OC
frontier orbital gap = 10.24 eV

***

## Q
Computed, not measured: a single C16H26O5 molecule, with ωB97M-V with the def2-TZVPD basis set.

Geometry (Å):
1 C 1.67805 -0.10784 -2.86084
2 H 1.62686 -0.05154 -3.95541
3 O 0.38562 -0.04843 -2.29584
4 C -0.33458 1.09040 -2.62693
5 O 0.34070 2.23318 -2.12356
6 C 0.13545 3.41744 -2.85495
7 H -0.90300 3.75865 -2.78855
8 H 0.78999 4.16491 -2.41051
9 H 0.39984 3.28130 -3.91006
10 C -1.76823 0.95212 -2.09010
11 H -2.38077 1.72232 -2.56482
12 H -2.14180 -0.02148 -2.39961
13 C -1.92513 1.11949 -0.56725
14 O -1.64841 2.45559 -0.19378
15 H -0.73988 2.62914 -0.48398
16 C -1.10741 0.11148 0.26337
17 C -1.60819 -1.30860 0.01239
18 H -2.67383 -1.37554 0.22243
19 H -1.08495 -2.00971 0.65669
20 H -1.42330 -1.60103 -1.01662
21 H -0.05840 0.17811 -0.03117
22 C -1.17885 0.44827 1.77467
23 C -0.05144 1.41177 2.21074
24 H -0.19557 2.37690 1.71742
25 H -0.14188 1.56334 3.29786
26 O 1.25605 1.01909 1.87784
27 C 1.80470 -0.02013 2.66502
28 C 1.51953 -1.40483 2.13676
29 C 0.95123 -2.38291 2.94056
30 C 0.71231 -3.65080 2.43763
31 C 1.03426 -3.94897 1.12486
32 C 1.59826 -2.97571 0.31621
33 C 1.84362 -1.71244 0.82089
34 H 2.28028 -0.94696 0.19777
35 H 1.84676 -3.20527 -0.70948
36 H 0.84373 -4.93706 0.73241
37 H 0.26993 -4.40549 3.07145
38 H 0.69474 -2.15378 3.96560
39 H 1.46001 0.06924 3.70447
40 H 2.88856 0.15035 2.64378
41 O -2.41536 0.98518 2.17689
42 H -2.53170 1.81881 1.70028
43 H -1.07755 -0.48464 2.33991
44 H -2.98966 0.97440 -0.33820
45 H -0.38293 1.18717 -3.73619
46 H 2.31045 0.70221 -2.48828
47 H 2.09192 -1.06769 -2.56177

spin multiplicity = 1
SMILES = COC(C[C@H](O)[C@H](C)[C@H](O)COCc1ccccc1)OC
frontier orbital gap = 9.94 eV

***

The energy of each structure relative to the most stable one, in hartree, is as follows: P 0.0228; Q 0.0000.

***

## P
Computed, not measured: 2 unconnected molecules or ions with the total composition C9H16NO2, with ωB97M-V with the def2-TZVPD basis set.

Geometry (Å):
1 C 0.32132 -3.52927 -1.95601
2 C -0.04766 -2.68995 -1.05304
3 C 0.65470 0.37662 3.79227
4 C -1.06142 1.42790 -1.72018
5 C -0.49867 2.57226 0.52866
6 C 0.60446 -2.24518 0.13333
7 C 0.82589 -0.70598 0.05869
8 C -0.31554 0.08491 0.07961
9 C -0.17195 1.48389 -0.45798
10 N 1.87706 0.37156 3.53549
11 O 2.18369 0.04687 2.29556
12 O 2.83404 0.57915 4.31225
13 H -0.17773 -3.72645 -2.91847
14 H 1.16443 -4.10001 -1.76987
15 H -0.89477 -2.19577 -1.43895
16 H -0.19246 0.31939 3.03979
17 H -0.55002 1.26660 -2.70346
18 H -1.93333 0.78706 -1.51539
19 H -1.61588 2.37060 -1.88597
20 H 0.27793 2.59262 1.27077
21 H -0.26519 3.53059 0.10704
22 H -1.52539 2.41047 1.00217
23 H -0.02716 -2.41581 0.99633
24 H 1.60139 -2.65412 0.29382
25 H 1.67281 -0.35147 -0.62475
26 H 1.20858 -0.20493 1.02824
27 H 0.46227 0.86978 4.83234
28 H 0.76465 1.71289 -0.81701

spin multiplicity = 1
total charge = -1
frontier orbital gap = 7.40 eV

***

## Q
Computed, not measured: 2 unconnected molecules or ions with the total composition C9H16NO2, with ωB97M-V with the def2-TZVPD basis set.

Geometry (Å):
1 C 0.58922 4.22900 0.01519
2 C 0.44734 2.88163 0.07647
3 C -2.43673 -0.87514 1.24408
4 C 2.60840 -1.23399 0.52568
5 C 0.64184 -2.76509 -0.06526
6 C -0.60809 2.07214 -0.46788
7 C -0.26546 0.66145 -0.97265
8 C 0.52468 -0.14899 -0.01298
9 C 1.34683 -1.36389 -0.31340
10 N -2.86860 -1.48005 0.14366
11 O -2.61148 -1.13954 -1.03877
12 O -3.52391 -2.56512 0.35592
13 H 1.52734 4.54731 0.46168
14 H -0.04242 5.08971 -0.36888
15 H 1.52092 2.34391 0.06415
16 H -2.08234 0.21073 1.23753
17 H 3.03966 -0.27490 0.43115
18 H 2.39509 -1.51950 1.54979
19 H 3.30040 -2.00294 0.09491
20 H -0.04211 -2.98203 -0.89173
21 H 1.52617 -3.50142 -0.07673
22 H 0.11656 -2.80664 0.93451
23 H -1.29892 2.02084 0.33707
24 H -1.22215 2.62801 -1.18841
25 H -0.09684 0.64136 -1.95581
26 H -1.24243 0.13309 -0.86183
27 H -2.94378 -1.16343 2.22010
28 H 1.70080 -1.63649 -1.47757

spin multiplicity = 1
total charge = -1
frontier orbital gap (spin up / spin down) = 6.84 / 6.84 eV

***

The energy of each structure relative to the most stable one, in hartree, is as follows: P 0.0000; Q 0.0328.

***

## P
Computed, not measured: a molecular structure, C4H17NO5S, with ωB97M-V with the def2-TZVPD basis set.

Geometry (Å):
1 C 0.84784 0.11217 -2.21862
2 C 0.73797 0.41923 -0.71971
3 C 2.07815 0.96950 -0.28267
4 S 2.15610 2.80197 -0.52991
5 N 0.35127 -0.70011 0.10339
6 C -0.99471 -1.27533 -0.09865
7 O -0.98279 -2.62043 0.21254
8 H 1.06274 -0.93084 -2.49401
9 H 1.62791 0.76097 -2.58013
10 H 0.07101 0.70158 -2.70996
11 H 0.01892 1.22238 -0.64728
12 H 2.19331 0.79522 0.76673
13 H 2.86562 0.54527 -0.90563
14 H 1.01994 -1.43081 0.26831
15 H -1.66298 -0.67901 0.58406
16 H -1.34851 -1.07755 -1.10813
17 H -3.35926 -3.11205 -1.84071
18 H -2.62844 -2.85803 -3.15435
19 O -3.47746 -2.70928 -2.72811
20 H 0.91803 2.91209 2.80894
21 H 2.25447 3.36380 2.28454
22 O 1.69303 3.44199 3.07004
23 H -2.05980 -3.13665 -0.03784
24 H -3.68524 -3.22834 0.38204
25 O -3.12144 -3.64551 -0.28514
26 H -0.01085 0.79660 2.51447
27 H -0.39582 0.45806 3.90434
28 O -0.23296 1.22709 3.30916

spin multiplicity = 1
total charge = -2
frontier orbital gap = 6.12 eV

***

## Q
Computed, not measured: a molecular structure, C4H17NO5S, with ωB97M-V with the def2-TZVPD basis set.

Geometry (Å):
1 C 1.27470 1.43143 -1.44144
2 C 0.64871 -0.04712 -0.94327
3 C 0.89714 -1.01075 -2.26684
4 S 2.55776 -1.77780 -2.18115
5 N -0.71473 -0.05422 -0.55110
6 C -0.92105 0.70729 0.73036
7 O -2.18947 1.19842 0.71487
8 H 0.65089 2.17396 -1.84241
9 H 2.13172 1.22163 -2.20359
10 H 2.11895 1.50819 -0.72330
11 H 1.31392 -0.39427 -0.12914
12 H 0.16991 -1.87926 -2.19603
13 H 0.92210 -0.45320 -3.19182
14 H -1.47183 0.05654 -1.21112
15 H -0.75494 -0.08199 1.45261
16 H -0.14418 1.50746 0.96210
17 H -1.12081 3.42308 2.63610
18 H -0.19418 4.17390 1.62193
19 O -0.18044 3.84956 2.52582
20 H 1.07224 -4.15895 -0.18812
21 H 1.43918 -4.35736 -1.60400
22 O 1.14525 -4.88017 -0.82576
23 H -2.36649 1.87304 1.78275
24 H -2.49675 1.83788 3.41334
25 O -2.50331 2.53408 2.76154
26 H -0.01145 -2.25324 0.51933
27 H -1.06462 -3.00601 1.35704
28 O -0.20824 -3.14210 1.02128

spin multiplicity = 1
total charge = -2
frontier orbital gap = 6.24 eV

***

The energy of each structure relative to the most stable one, in hartree, is as follows: P 0.0000; Q 0.0447.